Entry 1:
{"formula": "C4H2Si", "method": "wB97M-V/def2-TZVPD", "energy_ev": -12050.163, "total_charge": 0, "multiplicity": 1, "lumo_ha": -0.08408, "orbital_gap_ev": 6.938, "e_above_lowest_kcal_mol": 0.00, "symbols": ["C", "C", "C", "C", "Si", "H", "H"], "coordinates": [[-0.3566, -0.1967, 1.1039], [-0.6120, -0.7786, 2.2339], [-0.2416, 0.5179, -0.0644], [-0.7977, -1.4955, 3.2620], [0.4838, 0.5803, -1.6564], [1.5371, -0.2134, -2.2912], [-0.0130, 1.5861, -2.5879]], "forces_ev_per_angstrom": [[0.409, 3.278, -5.274], [0.108, -0.148, 0.039], [0.612, -3.289, 3.186], [-0.026, 0.043, 0.043], [-1.174, 0.218, 1.744], [0.123, -0.251, 0.305], [-0.052, 0.148, -0.044]]}

=====

Entry 2:
{"formula": "C25H29ClF32O8Si2", "method": "wB97M-V/def2-TZVPD", "energy_ev": -158014.684, "total_charge": 0, "multiplicity": 1, "lumo_ha": 0.00380, "orbital_gap_ev": 10.889, "symbols": ["O", "C", "O", "C", "C", "C", "C", "Si", "O", "O", "Si", "Cl", "H", "H", "H", "H", "H", "H", "H", "H", "H", "H", "H", "H", "H", "C", "C", "C", "F", "F", "F", "F", "O", "C", "C", "F", "F", "F", "F", "H", "H", "H", "H", "C", "C", "C", "F", "F", "F", "F", "O", "C", "C", "F", "F", "F", "F", "H", "H", "H", "H", "C", "C", "C", "F", "F", "F", "F", "O", "C", "C", "F", "F", "F", "F", "H", "H", "H", "H", "C", "C", "C", "F", "F", "F", "F", "O", "C", "C", "F", "F", "F", "F", "H", "H", "H", "H"], "coordinates": [[-0.2214, -2.7918, -0.2945], [0.7175, -3.1922, -1.0151], [1.0516, -2.3416, -2.1270], [2.4763, -2.5127, -2.3594], [3.2601, -1.0960, -2.5417], [4.7707, -1.1942, -2.0132], [5.0380, -0.5159, -0.5836], [3.6935, -0.8330, 0.7343], [4.4126, -1.4272, 2.2190], [3.0318, 0.7485, 1.1369], [1.3436, 0.8461, 0.7864], [0.8592, 2.2910, -0.7220], [1.2456, -4.1975, -0.8288], [2.7227, -3.1471, -3.2730], [2.9972, -3.0171, -1.4597], [3.3270, -0.9526, -3.6862], [2.6655, -0.2057, -2.1531], [5.4178, -0.6127, -2.7728], [5.1036, -2.2810, -2.0939], [5.2016, 0.6213, -0.6700], [6.0234, -0.9697, -0.1832], [2.6225, -1.7328, 0.2609], [3.8038, -2.1199, 2.5640], [0.6972, 1.3483, 2.0179], [0.7027, -0.4251, 0.4677], [1.8056, 5.3516, 5.2428], [1.2151, 3.9317, 5.3986], [1.0383, 3.1294, 4.1073], [0.2156, 3.7231, 3.2245], [0.4887, 1.9167, 4.3824], [0.0522, 4.0169, 6.0870], [2.0744, 3.2358, 6.1996], [0.8837, 6.4536, 5.2002], [0.2841, 6.7579, 3.9592], [-1.2307, 6.5148, 3.9510], [-1.5422, 5.2465, 4.2892], [-1.7430, 6.7250, 2.7125], [0.9321, 6.1019, 2.9786], [0.5213, 8.0730, 3.7433], [2.3862, 5.5343, 6.1515], [2.5376, 5.4082, 4.4328], [2.0019, 2.9527, 3.6203], [-1.7349, 7.1817, 4.6531], [-0.4737, 9.9901, 1.2727], [-1.6954, 10.9303, 1.1605], [-2.2404, 11.1644, -0.2507], [-1.3377, 11.7134, -1.0824], [-3.2907, 12.0264, -0.2087], [-1.4009, 12.1018, 1.7727], [-2.6953, 10.3630, 1.8982], [0.8238, 10.6045, 1.3413], [1.4385, 10.9766, 0.1258], [1.5961, 12.4957, -0.0212], [0.4157, 13.1410, 0.0907], [2.0972, 12.8102, -1.2412], [0.7779, 10.4104, -0.9019], [2.6640, 10.4048, 0.1376], [-0.5732, 9.4830, 2.2355], [-0.5002, 9.1841, 0.5346], [-2.5970, 10.2299, -0.6931], [2.2677, 12.8920, 0.7425], [-0.7262, -5.7423, -3.3439], [-1.9986, -5.6680, -4.2182], [-2.7236, -6.9925, -4.4648], [-1.9568, -7.9066, -5.0893], [-3.8052, -6.7939, -5.2665], [-1.6905, -5.0513, -5.3845], [-2.8690, -4.8366, -3.5736], [0.5369, -5.8081, -4.0289], [0.9761, -7.0743, -4.4744], [1.0346, -7.1806, -6.0040], [-0.1544, -6.9010, -6.5772], [1.3639, -8.4392, -6.3849], [0.2246, -8.0342, -3.9049], [2.2228, -7.2338, -3.9724], [-0.6792, -4.7937, -2.8010], [-0.8024, -6.5024, -2.5618], [-3.0821, -7.4216, -3.5254], [1.7740, -6.4895, -6.4132], [-4.8625, -7.4850, 0.0523], [-3.7812, -8.0376, -0.9041], [-3.3927, -9.5043, -0.7036], [-2.8978, -9.7577, 0.5194], [-2.4197, -9.8529, -1.5870], [-2.6952, -7.2279, -0.8502], [-4.2782, -7.9137, -2.1728], [-4.4173, -6.7556, 1.2065], [-4.0395, -7.4988, 2.3468], [-2.5444, -7.3758, 2.6684], [-1.7693, -7.7443, 1.6249], [-2.2091, -8.1812, 3.7053], [-4.4487, -8.7741, 2.2058], [-4.7551, -6.9927, 3.3751], [-5.4197, -6.7415, -0.5250], [-5.6060, -8.2417, 0.3166], [-4.2482, -10.1636, -0.8759], [-2.2869, -6.3478, 2.9299]], "forces_ev_per_angstrom": [[3.386, -2.026, -2.314], [-3.786, 2.775, 1.107], [1.444, -2.711, 2.188], [2.295, 0.711, 0.029], [-0.160, -0.734, -1.345], [-0.108, 1.071, -0.809], [0.987, -0.620, -0.038], [1.721, 1.813, 1.812], [-1.903, -0.194, -2.036], [-1.820, -2.394, -1.532], [0.802, 1.569, 0.672], [0.570, -1.054, 0.852], [-0.334, 1.589, -0.679], [-0.738, 0.708, 1.095], [-1.033, 0.581, -1.332], [-0.219, 0.009, 1.792], [0.768, -1.214, -0.200], [-0.924, -1.015, 1.179], [-0.364, 1.360, 0.432], [-0.347, -1.761, -0.009], [-1.441, 0.851, -0.505], [0.074, 0.022, 0.289], [0.760, 0.674, -0.041], [0.180, 0.068, -0.306], [0.204, -0.163, -0.401], [0.519, 0.520, 0.333], [-0.456, 0.737, 0.508], [0.066, -0.874, -0.318], [0.003, 0.140, 0.135], [0.117, 0.170, 0.398], [0.026, -0.140, -0.261], [0.138, -0.049, -0.444], [-0.771, -0.647, -1.096], [1.777, -0.246, 0.836], [-0.802, -0.177, 0.116], [0.264, 0.220, 0.052], [0.397, 0.223, -0.029], [-0.493, 0.197, -0.227], [-0.473, -0.036, 0.070], [-0.287, -0.092, 0.002], [-0.292, -0.161, -0.092], [0.085, 0.104, 0.112], [0.201, 0.138, 0.024], [0.307, -0.524, 0.439], [0.816, 0.265, 0.571], [-0.814, 0.168, -0.417], [0.073, -0.042, 0.120], [0.046, -0.144, 0.316], [-0.131, -0.021, -0.269], [-0.050, -0.165, -0.426], [-0.308, 0.746, -1.218], [-0.635, -1.583, 0.897], [0.078, 0.793, -0.040], [0.118, -0.269, 0.119], [0.070, -0.414, 0.072], [0.310, 0.385, -0.210], [0.038, 0.513, 0.012], [-0.016, 0.315, -0.069], [-0.067, 0.302, -0.133], [0.077, -0.096, 0.148], [0.067, -0.231, 0.064], [0.373, 0.360, 0.562], [0.751, 0.480, -0.376], [-0.767, -0.367, 0.056], [0.119, 0.098, -0.035], [0.071, 0.327, 0.121], [-0.115, -0.217, 0.026], [-0.073, -0.437, 0.165], [-0.406, -1.093, -0.732], [-0.526, 0.815, 1.613], [-0.003, -0.021, -0.822], [0.170, 0.101, 0.275], [0.112, 0.052, 0.423], [0.299, -0.194, -0.405], [0.052, 0.050, -0.488], [-0.085, 0.008, -0.332], [-0.114, -0.135, -0.329], [0.371, 0.303, -0.348], [0.091, 0.047, 0.224], [-0.649, 0.559, 0.091], [0.053, 0.809, 0.751], [0.322, -0.801, -0.455], [-0.067, 0.182, -0.025], [-0.161, 0.338, -0.157], [0.056, -0.269, -0.073], [-0.425, -0.531, 0.454], [0.868, -1.149, 0.229], [-1.539, 0.298, -0.948], [0.772, 0.123, 0.226], [-0.282, 0.105, -0.027], [-0.430, 0.050, -0.041], [0.360, -0.002, 0.362], [0.525, 0.076, 0.012], [0.292, 0.001, 0.014], [0.333, -0.128, 0.014], [-0.117, 0.163, -0.020], [-0.243, 0.062, 0.000]]}

=====

Entry 3:
{"formula": "C7H12", "method": "wB97M-V/def2-TZVPD", "energy_ev": -7450.595, "total_charge": 0, "smiles": "C[C@@H]1C=CC[C@@H]1C", "multiplicity": 1, "lumo_ha": 0.04185, "orbital_gap_ev": 9.300, "e_above_lowest_kcal_mol": 65.40, "symbols": ["C", "C", "C", "C", "C", "C", "C", "H", "H", "H", "H", "H", "H", "H", "H", "H", "H", "H", "H"], "coordinates": [[-1.9229, -0.7654, 0.0231], [-0.9973, 0.4414, 0.0609], [-0.0864, 0.5873, 1.3109], [1.2279, 1.0497, 0.6920], [1.0416, -1.0878, -0.6483], [1.0570, 1.4799, -0.5628], [0.1536, 0.3309, -0.9566], [-1.3545, -1.6866, 0.1810], [-2.7077, -0.7114, 0.7829], [-2.4093, -0.8370, -0.9590], [-1.6099, 1.3536, -0.0629], [-0.3705, 1.3933, 1.9966], [-0.0560, -0.3461, 1.8832], [2.2062, 0.7722, 1.0544], [0.5086, -1.8931, -1.1430], [1.2570, -1.4951, 0.3809], [2.0548, -1.0157, -1.0821], [1.8323, 1.8737, -1.2141], [-0.0569, 0.2687, -2.0187]], "forces_ev_per_angstrom": [[-0.031, -0.091, 0.111], [0.297, -0.227, -0.093], [0.138, 0.006, 0.123], [0.417, 1.113, 0.941], [-0.685, 0.339, -0.826], [0.756, -1.383, 0.146], [0.170, -1.446, -0.240], [-0.145, 0.046, 0.038], [0.076, 0.005, -0.035], [0.073, 0.021, 0.210], [0.500, -0.259, -0.276], [-0.286, -0.252, 0.014], [0.227, 0.138, -0.065], [0.206, 1.068, 1.074], [0.079, -0.325, -0.314], [-0.740, 1.146, -0.608], [-0.560, 0.254, -0.210], [0.065, -0.209, 0.186], [-0.556, 0.055, -0.176]]}

=====

Entry 4:
{"formula": "C32H66NO17S7", "method": "wB97M-V/def2-TZVPD", "energy_ev": -146375.583, "total_charge": 1, "multiplicity": 1, "lumo_ha": -0.06664, "orbital_gap_ev": 9.771, "e_above_lowest_kcal_mol": 118.64, "symbols": ["N", "H", "H", "H", "H", "C", "C", "C", "O", "C", "O", "O", "H", "H", "H", "H", "H", "H", "C", "C", "C", "S", "O", "O", "C", "H", "H", "H", "H", "H", "H", "H", "H", "C", "C", "C", "S", "O", "O", "C", "H", "H", "H", "H", "H", "H", "H", "H", "C", "C", "C", "S", "O", "O", "C", "H", "H", "H", "H", "H", "H", "H", "H", "C", "C", "C", "S", "O", "O", "C", "H", "H", "H", "H", "H", "H", "H", "H", "C", "C", "C", "S", "O", "O", "C", "H", "H", "H", "H", "H", "H", "H", "H", "C", "C", "C", "S", "O", "O", "C", "H", "H", "H", "H", "H", "H", "H", "H", "C", "C", "C", "S", "O", "O", "C", "H", "H", "H", "H", "H", "H", "H", "H"], "coordinates": [[0.0965, 0.2999, -0.5918], [0.5195, -0.5581, -0.2168], [-0.0185, 0.5219, -1.6428], [0.8925, 0.8789, -0.1448], [-0.7035, 0.3589, -0.0718], [-7.1255, -2.3351, 0.7352], [-5.8425, -1.5651, 1.2772], [-4.8315, -2.4551, 1.8762], [-3.7305, -2.2271, 0.9962], [-3.9435, -1.2241, 0.1982], [-3.0605, -0.9121, -0.6128], [-5.1655, -0.9821, 0.2612], [-6.8755, -3.1291, 0.0652], [-7.7145, -1.6531, 0.0992], [-7.7725, -2.8751, 1.4172], [-6.2815, -0.9641, 1.8262], [-5.0615, -3.4881, 1.9362], [-4.5975, -2.0901, 2.8152], [2.0955, 3.6419, 3.8822], [2.7355, 3.7439, 2.4612], [3.4345, 2.4439, 2.0682], [2.6075, 1.2069, 2.9462], [3.5335, 0.4669, 3.7652], [1.8825, 0.4409, 2.0162], [1.5985, 2.1879, 3.9502], [1.1945, 4.2179, 3.9272], [2.9825, 3.9109, 4.6362], [3.2445, 4.7879, 2.5372], [2.1825, 3.8489, 1.6092], [4.4625, 2.5359, 2.5932], [3.3865, 2.3439, 0.8972], [1.4265, 1.8639, 4.8812], [0.6085, 2.1329, 3.6872], [-5.7285, 2.8899, -1.2108], [-5.8175, 1.8269, -2.2888], [-4.4115, 1.5359, -2.9398], [-3.3205, 2.5469, -1.8638], [-3.2325, 3.7979, -2.5068], [-2.2035, 1.9599, -1.3838], [-4.4035, 2.8689, -0.5318], [-6.6055, 2.7739, -0.5188], [-5.6995, 3.8159, -1.6398], [-6.5635, 2.1809, -2.9968], [-6.1835, 0.7809, -1.9358], [-4.3195, 1.6349, -3.9778], [-3.9995, 0.5149, -2.7588], [-4.0685, 3.5569, 0.0912], [-4.3925, 2.1779, 0.0752], [0.2665, -3.2131, 4.1222], [-0.8805, -4.0061, 3.4352], [-0.1655, -4.7421, 2.3332], [0.9065, -3.5401, 1.6512], [0.2585, -2.7341, 0.6842], [2.1545, -4.2011, 1.3132], [1.1875, -2.5651, 3.0612], [0.9855, -3.8481, 4.7332], [-0.0745, -2.5761, 4.6462], [-1.3585, -3.3761, 3.0082], [-1.2195, -4.6791, 4.2332], [-0.7695, -4.9411, 1.2432], [0.5335, -5.4401, 2.6312], [0.7025, -1.6181, 2.8372], [2.0345, -2.6181, 3.1642], [-0.9415, -2.5401, -5.9938], [-1.3205, -2.7051, -4.4328], [0.0015, -3.0591, -3.6748], [1.1925, -1.9291, -4.4368], [2.4765, -2.5511, -4.5298], [1.1285, -0.6211, -3.8188], [0.5325, -2.0111, -6.0368], [-1.5545, -1.6941, -6.4198], [-1.1715, -3.4371, -6.4158], [-1.9835, -3.3691, -4.5928], [-1.7045, -1.7901, -3.9868], [0.2155, -4.0961, -3.8698], [-0.0385, -2.6991, -2.6298], [1.3865, -2.8021, -6.2878], [0.5225, -0.9761, -6.6038], [4.5665, 3.2029, -3.7818], [4.5225, 4.5879, -3.1998], [3.4115, 4.7109, -2.1918], [2.0615, 3.7449, -2.9378], [1.0965, 4.5739, -3.6828], [1.5945, 2.6609, -2.0288], [3.0495, 2.8539, -4.1118], [4.8265, 2.5479, -2.9608], [5.2395, 3.2189, -4.5758], [4.3665, 5.3289, -3.9378], [5.5645, 5.0079, -2.7178], [3.1615, 5.7869, -1.7898], [3.6245, 4.3739, -1.1748], [2.8245, 3.1859, -5.0838], [2.9025, 1.7859, -4.1458], [5.6105, -3.1361, -0.5088], [6.2665, -2.4571, -1.6298], [5.2615, -1.5041, -2.1068], [4.2695, -0.9181, -0.7548], [2.9515, -1.4451, -0.8288], [4.6565, 0.3969, -0.3508], [5.0275, -2.0671, 0.4022], [6.1735, -3.7681, 0.1042], [4.6345, -3.6451, -0.9368], [6.7185, -3.1731, -2.4798], [7.2085, -1.9961, -1.2908], [4.6265, -1.9201, -2.8398], [5.7225, -0.4851, -2.3728], [4.2045, -2.3951, 1.1482], [5.8745, -1.6711, 0.9592], [-1.2985, 0.0519, 4.8582], [-1.7695, 1.4259, 5.3422], [-2.2695, 2.2679, 4.2092], [-2.5365, 1.1519, 2.8512], [-1.5165, 1.4249, 1.8802], [-3.8725, 1.0419, 2.5042], [-2.1565, -0.3671, 3.6892], [-1.3595, -0.6941, 5.7872], [-0.2295, -0.0711, 4.3912], [-1.1175, 1.8409, 6.0062], [-2.6355, 0.9699, 6.1372], [-1.7095, 3.0909, 3.8962], [-3.1065, 2.6279, 4.3192], [-1.7335, -1.0551, 2.8862], [-3.2185, -0.9511, 3.9832]], "forces_ev_per_angstrom": [[4.888, 0.803, -0.872], [-0.165, -1.175, -1.544], [0.458, -0.874, 2.086], [-1.876, 0.100, -1.126], [-3.190, 1.076, 1.424], [0.631, 0.525, -1.286], [-1.088, -7.864, -4.399], [0.793, 0.230, -0.786], [2.210, -2.575, 2.792], [5.180, -1.770, -3.193], [-2.359, 0.700, 1.648], [-3.779, 4.857, -3.068], [0.778, -0.542, -0.697], [0.042, -0.052, 0.583], [0.085, 0.649, 0.879], [-3.004, 6.469, 5.681], [-0.225, -0.945, -0.232], [0.798, 0.441, 2.113], [1.862, -1.115, -0.509], [1.299, 2.410, 1.859], [3.003, 2.413, -0.250], [2.322, -1.157, 1.279], [-0.050, 0.310, 0.308], [-2.419, -1.442, -2.033], [1.135, 2.335, -0.929], [0.028, 1.063, 0.520], [-2.434, -0.632, -1.307], [0.322, -2.191, -0.612], [-3.048, 0.905, -1.448], [-1.171, -0.852, -1.563], [0.614, -0.423, 2.565], [0.801, -1.745, 3.890], [-2.381, 0.112, -2.103], [-1.262, -1.099, 1.840], [-0.020, -2.642, -0.500], [0.272, -1.205, 3.200], [-5.708, 2.993, -2.336], [0.497, 2.198, -1.525], [6.610, -4.070, 2.174], [-1.748, 1.016, -6.622], [0.864, 0.383, -0.537], [-0.995, 2.545, -1.504], [0.191, -0.214, -0.352], [0.411, 1.970, -0.122], [0.274, 1.203, -1.364], [-0.864, 0.375, 0.238], [1.386, 4.523, 1.752], [0.287, -8.093, 5.714], [6.453, -8.765, -5.801], [8.061, -7.705, 5.422], [-2.628, 1.039, -4.214], [2.751, -0.854, -0.020], [-1.404, 1.119, -1.699], [-0.480, 0.179, -0.139], [-17.283, 0.788, -1.697], [-1.349, 0.298, -0.460], [-4.485, 8.411, 7.224], [-7.501, 7.510, -4.512], [-1.022, 0.405, -0.719], [1.241, -0.298, 3.422], [0.830, -2.203, 0.570], [0.949, 0.406, -0.173], [15.886, -0.116, 2.708], [0.943, 4.802, 2.618], [5.549, 4.973, -0.479], [-1.688, 1.368, -0.284], [-0.256, 0.197, 1.294], [1.205, -0.328, 0.480], [-0.521, -0.123, 0.039], [0.345, -0.365, -2.544], [0.297, -1.297, 0.279], [-0.069, -2.331, -1.679], [-4.848, -5.061, 0.617], [-0.306, -0.010, -0.287], [0.733, -0.252, 0.391], [0.085, -0.886, -0.306], [-2.185, 1.728, -1.043], [0.762, -2.281, 1.144], [-2.533, 0.127, 1.992], [2.886, 1.996, 1.991], [-0.739, 2.077, 2.036], [-2.089, -1.490, -0.236], [1.534, -0.949, 1.590], [0.354, 2.069, -0.435], [2.631, 0.196, -0.201], [0.607, -0.493, -0.123], [0.923, -0.660, -1.466], [-0.393, 0.669, -1.169], [-2.361, -1.474, -0.954], [-0.136, -1.602, -1.953], [0.209, -1.316, -0.362], [-0.491, 0.854, -1.197], [-0.468, -0.258, 0.710], [-4.413, -1.255, -0.063], [3.497, -1.672, -1.503], [0.745, 4.168, -1.269], [2.508, -3.055, 2.683], [-2.287, 0.835, -0.854], [-0.680, 1.602, -0.516], [-0.568, -0.189, 1.458], [0.934, -1.407, 0.414], [2.044, 0.170, 0.808], [-1.568, 1.381, 1.701], [-0.427, 0.372, 0.082], [-0.795, -0.150, -1.040], [-0.573, -1.646, -0.583], [1.406, 0.311, -1.409], [-0.193, 0.689, 0.097], [2.491, -2.709, 0.512], [-3.518, -3.540, 1.442], [6.246, -4.082, -0.935], [3.775, -0.769, 1.043], [0.308, 0.025, -0.610], [-4.345, 0.396, -1.600], [-2.646, -2.777, -0.107], [0.300, 1.437, -2.252], [-1.446, 0.836, 1.349], [1.986, 1.487, 1.446], [1.555, 2.076, -2.327], [1.676, 0.940, -0.548], [-8.913, 3.595, 1.863], [-0.065, 0.918, 1.146], [2.704, 1.989, -0.535]]}

=====

Q: What is the formula in the fourth record?
A: C32H66NO17S7